No. 1
{
  "formula": "C23H16F3N5STa",
  "method": "the ωB97M-V functional and the def2-TZVPD basis",
  "de_lowest_kcal_mol": 8.0,
  "charge": 3,
  "orbital_gap_ha": 0.198,
  "lumo_ev": -12.51,
  "elements": ["Ta", "C", "C", "C", "C", "C", "C", "N", "C", "C", "C", "C", "C", "C", "N", "N", "C", "C", "C", "C", "C", "N", "H", "H", "H", "H", "H", "H", "H", "H", "H", "H", "H", "H", "H", "F", "C", "F", "F", "C", "C", "C", "C", "N", "C", "S", "H", "H", "H"],
  "positions_angstrom": [[-0.10369, -0.07554, 0.36101], [-4.60236, -2.54294, 1.36435], [-4.40685, -1.50939, 2.28362], [-3.54169, -0.47138, 1.99520], [-2.87944, -0.48533, 0.76523], [-3.08180, -1.50034, -0.16858], [-3.94581, -2.54045, 0.14244], [-1.92955, 0.55141, 0.46965], [-2.28205, 1.91288, 0.60300], [-3.55922, 2.42138, 0.45792], [-3.73018, 3.79925, 0.52116], [-2.64556, 4.66703, 0.70784], [-1.36416, 4.17062, 0.82716], [-1.19357, 2.78504, 0.78737], [0.02913, 2.11268, 0.77234], [1.11341, 2.73810, 0.77860], [2.20822, 1.90445, 0.54803], [3.48255, 2.41134, 0.63523], [4.55214, 1.55714, 0.36141], [4.29726, 0.24084, 0.00048], [2.99072, -0.20085, -0.07941], [1.93933, 0.61078, 0.19470], [-5.28997, -3.34391, 1.60108], [-4.94147, -1.51599, 3.22405], [-3.38556, 0.33681, 2.70000], [-2.61519, -1.44393, -1.14818], [-4.12623, -3.32770, -0.57654], [-4.40096, 1.76328, 0.28695], [-4.72442, 4.21126, 0.40665], [-2.81426, 5.73467, 0.74064], [-0.51130, 4.82495, 0.94777], [3.62302, 3.45010, 0.90225], [5.56946, 1.92346, 0.42004], [5.10105, -0.44386, -0.23360], [2.76488, -1.21819, -0.37182], [1.09528, -4.17715, 3.35351], [-0.03934, -3.71723, 3.88950], [-1.06684, -4.21138, 3.18477], [-0.13266, -4.12346, 5.14297], [-0.06589, -2.19751, 3.80907], [-0.18415, -1.39338, 4.93432], [-0.22860, -0.00229, 4.80958], [-0.16464, 0.56273, 3.56015], [-0.03021, -0.22672, 2.47221], [0.02585, -1.56393, 2.58368], [0.21113, -2.33363, 0.99064], [-0.24199, -1.85640, 5.91240], [-0.31476, 0.62953, 5.68249], [-0.20947, 1.63122, 3.39924]],
  "forces_ev_per_a": [[-0.48, -0.43, 0.81], [0.00, 0.01, 0.02], [0.01, 0.00, 0.02], [0.01, -0.14, 0.04], [0.11, -0.02, -0.18], [0.02, 0.06, -0.03], [0.04, 0.01, -0.01], [0.27, 0.40, -0.26], [0.01, 0.11, -0.13], [-0.08, -0.10, 0.09], [0.04, 0.01, 0.01], [-0.03, -0.04, -0.01], [0.08, 0.00, 0.12], [-0.01, 0.08, -0.07], [0.00, 0.19, -0.08], [-0.05, 0.03, 0.01], [0.03, -0.01, -0.01], [0.00, -0.02, -0.02], [-0.02, -0.01, -0.01], [0.01, 0.02, 0.00], [-0.02, -0.02, -0.02], [-0.10, 0.05, -0.18], [0.00, 0.00, 0.00], [-0.01, -0.01, 0.00], [-0.01, 0.00, -0.01], [-0.02, 0.01, -0.01], [0.00, 0.00, 0.00], [0.00, 0.01, -0.01], [0.00, 0.00, 0.00], [0.00, 0.00, 0.00], [-0.01, 0.01, 0.00], [0.00, 0.00, 0.00], [0.00, 0.00, 0.00], [0.00, 0.00, 0.00], [0.01, 0.01, 0.00], [-0.07, 0.02, 0.03], [-0.02, -0.03, -0.01], [0.08, 0.02, 0.05], [0.01, 0.01, -0.07], [-0.01, 0.03, 0.03], [0.00, 0.00, -0.03], [0.00, -0.02, 0.02], [-0.05, 0.02, -0.03], [0.07, -0.01, -0.06], [0.01, 0.01, 0.02], [0.19, -0.27, -0.05], [0.00, 0.00, 0.00], [0.00, 0.00, 0.00], [0.00, 0.00, 0.00]]
}


No. 2
{
  "formula": "C21H40CdO17P3",
  "method": "the ωB97M-V functional and the def2-TZVPD basis",
  "de_lowest_kcal_mol": 14.4,
  "charge": 1,
  "orbital_gap_ha": 0.234,
  "lumo_ev": -3.34,
  "elements": ["Cd", "O", "H", "C", "C", "C", "C", "C", "C", "O", "O", "H", "H", "H", "H", "H", "H", "C", "C", "C", "C", "C", "C", "O", "O", "H", "H", "H", "H", "H", "H", "C", "O", "P", "O", "O", "C", "O", "C", "H", "H", "H", "H", "H", "H", "H", "H", "H", "C", "O", "P", "O", "O", "C", "O", "C", "H", "H", "H", "H", "H", "H", "H", "H", "H", "C", "O", "P", "O", "O", "C", "O", "C", "H", "H", "H", "H", "H", "H", "H", "H", "H"],
  "positions_angstrom": [[1.37160, 1.74278, 0.29798], [-0.02646, 0.32248, 0.06996], [-0.86209, 0.30687, -0.43601], [-1.77075, -3.55399, 4.44450], [-1.27045, -3.45391, 3.12246], [-1.06152, -2.23837, 2.49685], [-1.29038, -1.06836, 3.23506], [-1.75629, -1.15174, 4.56441], [-2.01092, -2.37237, 5.19189], [-2.28469, -2.47243, 6.56252], [-0.73577, -2.18981, 1.12597], [-1.66868, -4.50207, 4.95158], [-1.19326, -4.28217, 2.43367], [-1.21227, -0.06365, 2.84665], [-2.10644, -0.20194, 4.94081], [-2.19195, -1.58166, 6.90827], [-0.38592, -1.34210, 0.84207], [-4.11457, -2.08876, 0.36801], [-5.29493, -2.06217, 1.13450], [-6.20852, -0.99367, 0.96253], [-6.10560, -0.23203, -0.24615], [-4.88714, -0.32197, -0.96571], [-3.81026, -1.16621, -0.58520], [-2.57781, -1.13289, -1.24700], [-7.37108, -1.14696, 1.65211], [-3.51013, -2.93690, 0.65387], [-5.40850, -2.88791, 1.82127], [-6.85173, 0.45937, -0.60898], [-4.72429, 0.41677, -1.73652], [-1.89283, -1.32060, -0.60112], [-7.59742, -1.90834, 2.19125], [-0.51752, 3.50051, -3.66520], [-0.15871, 4.43873, -2.70233], [-0.64801, 4.20107, -1.18847], [0.23032, 3.30545, -0.33472], [-2.24805, 3.68848, -1.26187], [-2.76471, 2.92786, -0.20850], [-0.81501, 5.70811, -0.47724], [-0.92220, 5.85478, 0.87788], [-0.73199, 3.92683, -4.64517], [-1.43601, 2.93500, -3.50815], [0.25790, 2.73912, -3.74952], [-2.00028, 2.60490, 0.49823], [-3.24549, 2.00887, -0.54377], [-3.52771, 3.45111, 0.36781], [-0.77295, 6.88935, 1.18689], [-0.29542, 5.23503, 1.51910], [-1.96241, 5.68765, 1.15738], [2.46576, -2.46493, -0.42310], [3.45242, -2.30737, 0.52040], [3.72044, -0.73439, 1.14879], [2.71778, 0.28879, 0.76704], [3.81026, -0.98372, 2.76231], [2.75988, -1.49829, 3.58382], [5.29040, -0.46947, 0.82376], [6.41044, -1.05821, 1.40023], [2.92055, -2.93992, -1.29238], [1.87904, -1.61203, -0.76431], [1.77126, -3.13094, 0.08895], [1.82783, -1.63952, 3.03661], [2.57958, -0.72797, 4.33362], [2.95793, -2.36532, 4.21401], [7.06680, -0.28430, 1.79817], [6.94310, -1.62386, 0.63576], [6.15345, -1.68130, 2.25686], [4.31246, -0.88064, -2.76083], [3.00446, -1.12531, -3.07977], [2.12046, 0.17713, -3.26066], [1.84642, 0.99199, -2.01987], [0.68563, -0.25856, -3.97404], [0.79919, -1.20391, -4.96931], [2.74401, 1.10936, -4.36749], [3.69154, 2.19514, -4.07131], [4.66419, -0.58227, -3.74844], [4.81561, -1.79773, -2.45441], [4.58320, -0.05897, -2.09776], [0.44891, -2.13166, -4.51689], [1.85830, -1.28642, -5.21339], [0.30247, -1.01174, -5.92034], [4.07328, 2.23325, -3.05104], [3.16267, 3.10930, -4.34094], [4.52994, 2.07591, -4.75759]],
  "forces_ev_per_a": [[-0.07, -0.20, -1.03], [-1.94, -1.75, 0.19], [0.80, 0.58, 0.31], [1.26, 1.16, -0.12], [-0.95, 0.13, -0.06], [-0.05, 1.62, -0.66], [-0.43, -0.65, 0.93], [-0.46, -0.01, -1.25], [1.06, -0.92, 0.00], [-0.03, 0.04, -1.58], [-0.48, -1.59, 1.46], [-0.66, -0.15, 0.02], [0.26, -0.59, 0.45], [0.15, -0.10, -0.50], [0.24, 0.03, 0.74], [-0.11, 0.09, 0.27], [0.43, 1.34, 0.11], [-0.67, -1.37, 1.97], [1.23, 1.86, -1.30], [-0.32, -3.65, -1.22], [1.62, -0.64, 1.15], [0.44, 0.48, 0.97], [-0.92, 0.83, -1.01], [-1.10, 0.50, 0.03], [-1.54, 2.49, -0.21], [0.75, 0.14, -0.47], [-0.43, 0.26, 0.30], [-0.19, -0.08, 0.30], [-0.01, -0.16, -0.39], [0.07, -0.55, 0.27], [1.12, -0.26, -0.28], [-0.61, -2.36, -2.07], [-0.98, 1.11, 3.33], [-2.13, 1.05, 1.52], [-1.54, 2.54, -1.49], [3.55, 1.27, -1.11], [-0.62, -1.34, 1.72], [1.60, -2.68, -4.19], [-1.30, 0.45, 2.72], [0.61, 0.69, 0.22], [-0.12, 0.23, 0.86], [0.19, 0.18, -0.09], [0.16, 0.07, -0.05], [0.13, 0.08, -0.52], [0.08, 0.48, -0.25], [0.44, 0.09, -0.52], [0.25, -0.23, -0.42], [-0.14, -0.34, 0.20], [-2.05, -1.69, -1.19], [2.19, 5.13, 2.70], [2.09, -4.11, 1.98], [2.22, -1.19, 0.28], [0.48, -0.09, -2.25], [-1.28, 0.95, 0.80], [-4.03, 1.38, -0.78], [1.27, -0.80, 1.09], [-0.25, -0.13, -0.02], [0.39, 0.46, 0.40], [-0.42, -0.25, -0.70], [0.09, -0.16, -0.12], [-0.19, 0.22, -0.14], [0.80, -0.36, -0.85], [-0.07, 0.16, -0.24], [-0.08, -0.07, 0.12], [-0.09, -0.21, -0.22], [3.09, 0.27, -1.44], [-3.60, 0.23, 0.37], [-3.67, 2.14, 0.92], [0.86, -1.22, -1.38], [2.32, 2.29, 2.61], [0.96, -2.12, -1.07], [1.06, -0.16, 0.19], [-0.32, -0.11, -0.84], [1.37, -0.05, 0.15], [-0.23, 0.07, 0.07], [-0.72, -0.05, 0.52], [0.01, -0.30, -0.57], [-0.02, -0.59, -0.41], [-0.45, 0.53, 0.43], [-0.43, -0.25, 0.03], [0.13, 0.01, 0.28], [-0.08, -0.10, 0.06]]
}